1.
This record from the Open Molecules 2025 dataset describes a structure of composition C29H28N2O9SiTl. The level of theory is ωB97M-V with the def2-TZVPD basis set.

Cartesian coordinates (Å):
Tl (-2.03010, 1.28018, 1.28404)
C (-2.26609, -2.30088, 0.54595)
O (-1.72656, -1.13751, -0.07438)
C (-1.98793, -1.03440, -1.47248)
C (-2.78813, 0.21748, -1.78907)
O (-2.05190, 1.40834, -1.54099)
C (-1.23668, 1.81889, -2.62912)
H (-2.00989, -3.19742, -0.02173)
H (-3.35463, -2.23879, 0.63905)
H (-1.81501, -2.37199, 1.53460)
H (-2.54429, -1.90614, -1.82413)
H (-1.02633, -1.00395, -1.99159)
H (-3.66699, 0.26661, -1.14081)
H (-3.12298, 0.18450, -2.82980)
H (-1.83239, 1.91229, -3.54026)
H (-0.40644, 1.12989, -2.80840)
H (-0.83550, 2.79849, -2.38005)
O (-0.17474, 0.40439, 3.12515)
Si (1.35544, -0.09918, 2.74074)
C (1.49233, -1.94319, 2.86226)
C (1.79023, -2.58157, 4.06937)
C (1.89907, -3.96149, 4.13126)
C (1.72607, -4.72232, 2.98361)
C (1.42346, -4.10340, 1.77812)
C (1.30176, -2.72517, 1.71988)
C (2.72324, 0.93058, 3.47551)
C (3.90689, 0.35345, 3.93760)
C (4.97475, 1.14882, 4.32593)
C (4.87183, 2.53013, 4.26178)
C (3.69343, 3.12023, 3.82096)
C (2.62928, 2.32602, 3.42936)
C (-0.83149, 0.42068, 4.34191)
C (-2.00549, -0.30948, 4.46399)
C (-2.72929, -0.25247, 5.64568)
C (-2.28769, 0.54316, 6.69240)
C (-1.10831, 1.26270, 6.56285)
C (-0.36919, 1.20135, 5.39073)
H (1.94320, -1.99333, 4.96845)
H (2.12660, -4.44616, 5.07148)
H (1.83066, -5.79835, 3.02745)
H (1.29833, -4.69694, 0.88175)
H (1.07187, -2.24146, 0.77645)
H (3.99412, -0.72596, 3.97930)
H (5.89050, 0.69152, 4.67669)
H (5.70308, 3.15551, 4.55940)
H (3.61203, 4.19952, 3.78790)
H (1.70779, 2.79212, 3.09054)
H (-2.32753, -0.93445, 3.63811)
H (-3.63515, -0.83525, 5.74556)
H (-2.85773, 0.59256, 7.60991)
H (-0.76345, 1.88368, 7.37877)
H (0.55670, 1.75266, 5.28150)
O (3.32745, -0.31791, 0.40023)
C (2.51402, 0.55574, 0.47414)
O (1.32667, 0.40593, 1.11544)
C (2.76531, 1.94841, -0.03715)
C (1.71043, 2.82527, -0.22095)
C (1.94479, 4.16318, -0.47939)
C (3.23121, 4.64821, -0.61644)
C (4.27050, 3.74712, -0.47515)
C (4.06641, 2.41062, -0.18080)
N (5.65629, 4.24999, -0.59938)
O (6.54662, 3.47094, -0.33596)
O (5.79272, 5.40136, -0.95512)
N (0.79284, 5.06677, -0.55470)
O (-0.27315, 4.65136, -0.11055)
O (0.95767, 6.15780, -1.03810)
H (0.70637, 2.45263, -0.17278)
H (3.44112, 5.69028, -0.81194)
H (4.90539, 1.74190, -0.04418)

Forces on atoms 1 to 3 (eV/Å):
Tl 0.19 0.01 -0.12
C 0.00 -0.05 0.06
O -0.03 0.27 0.12

Summary:
maximum force: 0.71 eV Å⁻¹
net charge: +1
LUMO: -3.405 eV
relative energy (zero: lowest compared OMol25 entry of this formula, charge and spin): 0.0 kcal/mol
HOMO energy: -11.9 eV


2.
This record from the Open Molecules 2025 dataset describes a cluster of 2 separate species, C3H9NO2S in total in a non-equilibrium geometry. The level of theory is ωB97M-V with the def2-TZVPD basis set.

Cartesian coordinates (Å):
O (2.20227, -0.04069, -0.17733)
C (1.19557, 0.78579, -0.08265)
C (-0.10474, 0.55417, -0.82616)
C (-0.14825, -0.88533, -1.32713)
S (-1.64422, -1.33407, -2.22908)
N (-1.27849, 0.81894, 0.01496)
H (1.09210, 1.46114, 0.78664)
H (-0.16638, 1.21484, -1.71047)
H (-0.05497, -1.52663, -0.44820)
H (0.78180, -1.03179, -1.86079)
H (-2.41605, -1.11254, -1.16350)
H (-1.70680, 1.71639, -0.16488)
H (-0.98769, 0.79393, 0.98677)
H (1.57005, -0.20585, 2.14691)
H (0.92084, -0.73858, 3.47978)
O (0.74497, -0.46971, 2.57511)

Forces on atoms 1 to 3 (eV/Å):
O -0.22 0.32 0.26
C 0.34 -0.25 0.00
C 0.03 0.26 -0.16

Summary:
maximum force: 1.01 eV Å⁻¹
net charge: -1
multiplicity: 2
LUMO (alpha / beta): 3.450 / 3.441 eV
relative energy (zero: lowest compared OMol25 entry of this formula, charge and spin): 24.7 kcal/mol
HOMO energy (alpha / beta): -0.2 / -3.5 eV


3.
This record from the Open Molecules 2025 dataset describes the molecule C19H22O5 in a non-equilibrium geometry. The level of theory is ωB97M-V with the def2-TZVPD basis set.

Cartesian coordinates (Å):
O (0.91517, -2.90186, -1.95429)
O (2.01862, 1.88473, 1.74115)
O (-1.06208, 0.90634, 2.09773)
O (2.10670, -0.98406, -1.52633)
O (-0.75553, -0.27319, -1.42942)
C (1.00223, -1.78675, -1.41992)
C (1.37262, 1.92633, 0.71507)
C (-0.87608, -0.20624, 1.64432)
C (1.32956, 3.19682, -0.02422)
C (0.69093, 3.30955, -1.24724)
C (0.92523, 1.85238, -3.17984)
C (-1.31362, 2.66259, -2.43251)
C (0.03747, 2.17808, -1.95327)
C (-2.04879, -1.40856, 3.56625)
C (0.24779, -2.79461, 1.81817)
C (-1.24100, -2.43560, -0.15828)
C (2.23716, 0.15827, -0.69175)
C (1.10021, -1.52798, 1.50785)
C (-0.26037, 1.00192, -1.00799)
C (-1.83055, -1.35733, 2.05066)
C (-0.24648, -1.31486, -0.57148)
C (-1.22438, -2.59466, 1.36388)
C (0.91859, 0.65458, -0.01290)
C (0.27684, -0.53510, 0.70048)
H (1.77810, 4.07574, 0.40939)
H (0.69455, 4.29574, -1.69128)
H (0.70657, 0.86243, -3.52823)
H (2.01551, 1.91226, -2.96557)
H (0.72833, 2.53475, -4.02014)
H (-1.93972, 1.82916, -2.82173)
H (-1.15553, 3.42879, -3.19638)
H (-1.91392, 3.16753, -1.64310)
H (-2.65551, -2.26594, 3.81096)
H (-2.55481, -0.50018, 3.88305)
H (-1.11201, -1.49614, 4.09978)
H (0.68028, -3.63470, 1.26037)
H (0.26736, -3.00513, 2.90955)
H (-2.25546, -2.10408, -0.46795)
H (-1.03672, -3.40195, -0.64337)
H (2.67892, 0.94808, -1.28537)
H (3.03190, -0.10905, 0.07486)
H (2.02254, -1.85058, 1.02131)
H (1.43100, -1.04977, 2.39723)
H (-1.08413, 1.39275, -0.39523)
H (-2.84849, -1.15794, 1.63156)
H (-1.79901, -3.48258, 1.56413)

Forces on atoms 1 to 3 (eV/Å):
O 1.11 3.14 0.81
O -0.35 -0.45 0.26
O 0.46 -0.42 -0.44

Summary:
maximum force: 3.75 eV Å⁻¹
LUMO: 0.178 eV
SMILES string: C[C@H]1C(=O)[C@@]23CC[C@@H]1C[C@@]21O[C@@H]2C(C)(C)C=CC(=O)[C@]23COC1=O
relative energy (zero: lowest compared OMol25 entry of this formula, charge and spin): 38.4 kcal/mol
HOMO energy: -9.5 eV


4.
This record from the Open Molecules 2025 dataset describes a cluster of 4 separate species, H10NO3 in total in a non-equilibrium geometry. The level of theory is ωB97M-V with the def2-TZVPD basis set.

Cartesian coordinates (Å):
N (-0.72871, 0.26270, 0.35504)
H (-0.47510, -0.11268, 1.29993)
H (-0.96183, -0.52279, -0.27744)
H (-0.03911, 0.82708, -0.13407)
H (-1.60043, 0.78501, 0.43007)
H (-1.57360, 0.15581, 3.47106)
H (-0.95944, -1.21846, 3.46263)
O (-1.18930, -0.49321, 2.86429)
H (1.71367, 2.14577, -2.21032)
H (2.61433, 2.38004, -0.87019)
O (1.74853, 2.09611, -1.22967)
H (0.98712, -2.30272, -1.80079)
H (0.20688, -2.20350, -3.12749)
O (0.25700, -1.79917, -2.23307)

Forces on atoms 1 to 3 (eV/Å):
N -0.54 -0.84 -1.11
H -0.21 0.31 0.21
H 0.16 0.21 0.46

Summary:
maximum force: 1.49 eV Å⁻¹
net charge: +2
multiplicity: 2
LUMO (alpha / beta): -7.494 / -15.939 eV
relative energy (zero: lowest compared OMol25 entry of this formula, charge and spin): 9.6 kcal/mol
HOMO energy (alpha / beta): -19.3 / -19.3 eV


Q: Number 4 is which compound?
A: H10NO3


Q: Which value of maximum force does entry 3 give?
A: 3.75 eV Å⁻¹


Q: Among the records above, which one has the highest maximum force?
A: C19H22O5